Entry 1:
This record from the OMol25 dataset describes the ion C3H6NS2 with charge +1 in a non-equilibrium geometry. The level of theory is ωB97M-V with the def2-TZVPD basis set.

Computed properties:
net charge: +1
energy above the lowest of the compared OMol25 structures with the same formula, charge and spin: 0.099 eV
orbital gap (spin up / spin down): 6.92 / 6.68 eV
max |F|: 0.1335 Eh/bohr
⟨S²⟩: 2.010
spin multiplicity: 3

Geometry as XYZ:
```
12
Properties=species:S:1:pos:R:3:mulliken_spin:R:1
N -1.675 -0.358 -0.732 0.3098
C 1.237 -0.521 0.669 0.1868
S 0.766 -1.567 -0.569 0.3648
H 1.658 1.068 1.920 0.0033
S 0.407 1.990 0.038 0.2947
C 1.127 0.732 0.963 0.2666
H 1.997 -1.147 1.147 0.0045
H -2.623 -0.411 -1.217 -0.0105
H -1.790 0.148 0.115 -0.0231
H 0.493 2.898 0.956 0.0000
C -0.703 -1.152 -1.195 0.5754
H -0.894 -1.682 -2.096 0.0277
```

---

Entry 2:
This record from the OMol25 dataset describes an isolated molecule of C3H6O in a non-equilibrium geometry. The level of theory is ωB97M-V with the def2-TZVPD basis set.

Computed properties:
SMILES string: C[C@H]1CO1
net charge: 0
energy above the lowest of the compared OMol25 structures with the same formula, charge and spin: 2.007 eV
orbital gap: 11.44 eV
max |F|: 0.0718 Eh/bohr

Geometry as XYZ:
```
10
Properties=species:S:1:pos:R:3:nbo_charge:R:1
O -0.637 -1.452 -0.712 -0.5050
H 0.427 -0.656 1.300 0.2321
C -0.641 -0.032 -0.320 0.0603
C -0.143 0.223 1.067 -0.6426
H 0.446 1.173 1.029 0.2149
H -1.438 0.603 -0.671 0.1849
H 1.526 -0.764 -1.014 0.1583
H -1.044 0.415 1.582 0.2168
C 0.329 -0.668 -1.348 -0.1013
H 0.172 -0.590 -2.395 0.1816
```

---

Entry 3:
This record from the OMol25 dataset describes an isolated molecule of C3H6O. The level of theory is ωB97M-V with the def2-TZVPD basis set.

Computed properties:
SMILES string: C[C@H]1CO1
net charge: 0
energy above the lowest of the compared OMol25 structures with the same formula, charge and spin: 1.304 eV
orbital gap: 11.53 eV
max |F|: 0.0117 Eh/bohr

Geometry as XYZ:
```
10
Properties=species:S:1:pos:R:3:nbo_charge:R:1
O -0.772 0.263 1.247 -0.4883
H 0.317 1.578 -0.034 0.1768
H 0.659 -1.481 -0.267 0.2124
H 1.748 -0.265 -0.973 0.2151
H -1.609 -0.743 -0.478 0.1760
C 1.138 -0.513 -0.102 -0.6350
H -2.034 1.044 -0.235 0.1806
H 1.808 -0.637 0.752 0.2228
C -1.338 0.227 -0.058 -0.1130
C 0.081 0.526 0.148 0.0527
```

---

Entry 4:
This record from the OMol25 dataset describes a cluster of 2 separate species, C3H6O2 in total in a non-equilibrium geometry. The level of theory is ωB97M-V with the def2-TZVPD basis set.

Computed properties:
SMILES string: O=C1CO1.C
net charge: 0
energy above the lowest of the compared OMol25 structures with the same formula, charge and spin: 2.735 eV
orbital gap: 11.33 eV
max |F|: 0.0669 Eh/bohr

Geometry as XYZ:
```
11
Properties=species:S:1:pos:R:3:nbo_charge:R:1
H 0.499 0.074 0.614 0.2032
C -1.081 -1.617 -1.131 0.7716
H -2.581 -0.081 -0.834 0.2091
H 2.047 -0.815 0.701 0.2291
H 1.548 0.652 1.877 0.2065
O -1.480 -1.556 0.135 -0.4560
C 1.237 -0.328 1.287 -0.8617
H -3.248 -1.948 -1.148 0.2154
H 0.674 -0.895 2.069 0.2213
O -0.126 -1.928 -1.789 -0.5225
C -2.454 -1.242 -0.882 -0.2161
```

---

Entry 5:
This record from the OMol25 dataset describes a structure of composition C3H6O2. The level of theory is ωB97M-V with the def2-TZVPD basis set.

Computed properties:
net charge: 0
energy above the lowest of the compared OMol25 structures with the same formula, charge and spin: 5.183 eV
orbital gap (spin up / spin down): 8.35 / 8.35 eV
max |F|: 0.0074 Eh/bohr

Geometry as XYZ:
```
11
Properties=species:S:1:pos:R:3:nbo_charge:R:1
C -0.630 -1.262 -0.636 0.3253
O -0.442 0.708 0.802 -0.3601
C 0.831 0.655 1.090 -0.0628
H 1.399 -0.254 0.912 0.1772
H 1.114 1.314 1.902 0.1954
H 0.211 -1.729 -0.076 0.1066
C -0.971 0.103 -0.261 -0.0629
H -1.963 0.472 -0.495 0.2142
H 0.535 0.815 -1.128 0.0189
O -1.222 -1.881 -1.497 -0.5367
H 1.138 1.057 -0.613 -0.0151
```

---

Entry 6:
This record from the OMol25 dataset describes an isolated molecule of C3H6O2. The level of theory is ωB97M-V with the def2-TZVPD basis set.

Computed properties:
SMILES string: CO[C@H]1CO1
net charge: 0
energy above the lowest of the compared OMol25 structures with the same formula, charge and spin: 2.306 eV
orbital gap: 11.09 eV
max |F|: 0.0060 Eh/bohr

Geometry as XYZ:
```
11
Properties=species:S:1:pos:R:3:nbo_charge:R:1
H -2.231 1.440 -0.133 0.1999
C -1.493 0.887 0.451 -0.2537
H 1.279 -0.841 -1.860 0.1914
H -1.035 1.564 1.183 0.1747
H 0.322 -0.649 1.115 0.1574
O -0.550 0.378 -0.471 -0.5203
H 1.971 -1.857 -0.478 0.1811
H -2.003 0.071 0.982 0.1690
C 1.441 -0.957 -0.789 -0.1342
C 0.508 -0.287 0.101 0.3263
O 1.791 0.249 -0.100 -0.4916
```

---

Entry 7:
This record from the OMol25 dataset describes an isolated molecule of C3H6O2 in a non-equilibrium geometry. The level of theory is ωB97M-V with the def2-TZVPD basis set.

Computed properties:
SMILES string: COCC=O
net charge: 0
energy above the lowest of the compared OMol25 structures with the same formula, charge and spin: 3.988 eV
orbital gap: 9.61 eV
max |F|: 0.0680 Eh/bohr

Geometry as XYZ:
```
11
Properties=species:S:1:pos:R:3:nbo_charge:R:1
H -0.676 1.420 -0.033 0.1702
H -2.389 0.837 -0.076 0.1991
C -1.391 0.656 0.315 -0.2556
H -1.398 0.652 1.413 0.1708
H 0.433 -1.933 -0.193 0.2188
C 0.268 -0.873 0.114 -0.0434
O -1.019 -0.599 -0.173 -0.5148
H 1.868 1.065 -1.330 0.1678
C 1.455 0.204 -0.650 0.2718
O 2.277 -0.677 -0.555 -0.5564
H 0.573 -0.752 1.169 0.1719
```

---

Entry 8:
This record from the OMol25 dataset describes a cluster of 2 separate species, C3H6O2 in total in a non-equilibrium geometry. The level of theory is ωB97M-V with the def2-TZVPD basis set.

Computed properties:
SMILES string: O=CO.C=C
net charge: 0
energy above the lowest of the compared OMol25 structures with the same formula, charge and spin: 1.475 eV
orbital gap: 11.19 eV
max |F|: 0.0229 Eh/bohr

Geometry as XYZ:
```
11
Properties=species:S:1:pos:R:3:nbo_charge:R:1
H -0.757 -1.392 -0.970 0.1877
H -1.341 -1.557 1.100 0.1923
O 0.778 1.712 -1.437 -0.5786
C 0.005 -1.847 -0.345 -0.3790
C 0.361 1.818 -0.325 0.6392
H 0.250 -2.253 1.784 0.2005
C -0.333 -1.916 0.945 -0.4007
O -0.174 2.936 0.206 -0.6738
H 0.284 0.966 0.360 0.1240
H 0.924 -2.069 -0.869 0.2017
H 0.003 3.602 -0.449 0.4866
```

---

Entry 9:
This record from the OMol25 dataset describes a cluster of 2 separate species, C3H6O2 in total. The level of theory is ωB97M-V with the def2-TZVPD basis set.

Computed properties:
net charge: 0
energy above the lowest of the compared OMol25 structures with the same formula, charge and spin: 4.039 eV
orbital gap: 9.65 eV
max |F|: 0.0091 Eh/bohr

Geometry as XYZ:
```
11
Properties=species:S:1:pos:R:3:nbo_charge:R:1
C -1.314 -0.423 0.244 -0.7414
H -0.943 0.292 -0.506 0.2576
H 1.752 1.241 -0.161 0.0698
C 1.295 1.000 -1.153 0.0812
H 0.466 -0.563 1.563 0.0956
H 1.794 -0.200 -2.479 0.4942
O -1.036 0.409 2.483 -0.5185
O 2.112 0.080 -1.605 -0.6356
C -0.579 -0.180 1.533 0.4406
H -2.387 -0.273 0.383 0.2347
H -1.112 -1.428 -0.142 0.2217
```

---

Entry 10:
This record from the OMol25 dataset describes a cluster of 2 separate species, C3H6O2 in total in a non-equilibrium geometry. The level of theory is ωB97M-V with the def2-TZVPD basis set.

Computed properties:
SMILES string: C=CO.C=O
net charge: 0
energy above the lowest of the compared OMol25 structures with the same formula, charge and spin: 3.144 eV
orbital gap: 9.97 eV
max |F|: 0.0648 Eh/bohr

Geometry as XYZ:
```
11
Properties=species:S:1:pos:R:3:nbo_charge:R:1
O -2.151 0.649 -0.148 -0.5070
H 2.097 0.744 -1.412 0.1804
C -2.341 -0.451 0.368 0.2583
H 1.957 -1.159 1.159 0.2218
O 0.367 0.175 -0.176 -0.6967
C 2.514 -0.456 0.424 -0.5125
H 3.651 -0.455 0.235 0.2186
C 1.752 0.209 -0.415 0.1087
H -3.348 -0.490 0.842 0.1121
H -1.639 -1.305 0.519 0.1405
H 0.000 0.260 -1.011 0.4759
```